Entry 1:
{"formula": "C2H7N4", "method": "wB97M-V/def2-TZVPD", "elements": ["C", "C", "N", "N", "N", "N", "H", "H", "H", "H", "H", "H", "H"], "positions_angstrom": [[1.00149, -0.58056, -1.01582], [-0.20654, 0.41477, -1.32193], [1.00473, -0.73137, 0.36596], [-0.59851, 0.75377, 0.02713], [0.08679, -0.04387, 0.86257], [-0.40567, -0.15220, 2.10539], [0.89784, -1.48158, -1.41670], [1.82650, 0.02116, -1.50158], [-0.02160, 1.42859, -1.70881], [-0.92054, -0.11173, -1.78202], [-1.59610, 0.89157, 0.19502], [-0.08876, -0.94267, 2.69425], [-0.97962, 0.53410, 2.49655]], "forces_ev_per_angstrom": [[0.245, 6.538, -1.697], [2.718, 1.741, 1.823], [-0.201, 0.417, 3.512], [-0.985, 0.665, 0.452], [-0.742, -1.165, 0.001], [1.890, -2.468, 0.077], [-0.312, -3.757, -2.086], [0.121, -1.401, 1.188], [0.556, -1.031, -1.000], [-3.022, -1.494, -2.054], [0.416, -0.373, 0.508], [0.043, 0.879, -0.881], [-0.726, 1.447, 0.156]], "lumo_energy_ev": -4.771, "charge": 1, "homo_lumo_gap_ha": 0.3734, "homo_ev": -14.93}

Entry 2:
{"formula": "C2H7N4O", "method": "wB97M-V/def2-TZVPD", "elements": ["C", "C", "N", "N", "N", "N", "O", "H", "H", "H", "H", "H", "H", "H"], "positions_angstrom": [[0.68182, 0.15868, 1.67371], [-0.26006, -0.23762, 0.62744], [0.10650, 0.13894, -0.60509], [-1.35886, -0.96795, 0.74723], [-0.88823, -0.10377, -1.62982], [1.38785, 0.60217, -0.94505], [1.47784, -0.60799, 2.14765], [0.70963, 1.26803, 2.00960], [-1.56463, -1.26068, 1.67305], [-1.87068, -1.28094, -0.06283], [-0.69179, -0.07484, -2.63052], [-1.51042, 0.74433, -1.59190], [1.64281, 1.59046, -0.96095], [2.13822, 0.03119, -0.45254]], "forces_ev_per_angstrom": [[1.829, 1.597, 2.572], [-0.995, -0.717, -3.778], [-0.003, 0.724, -1.055], [1.262, 0.935, 0.991], [-1.500, 1.891, 0.947], [1.404, -1.857, 1.063], [-0.741, 0.009, -0.450], [-0.423, -1.356, -0.698], [-0.580, -0.553, 0.569], [-0.026, 0.033, -0.144], [1.783, -0.522, 0.444], [0.437, -1.040, 0.376], [-1.036, -0.092, 0.252], [-1.413, 0.947, -1.090]], "lumo_energy_ev": -4.586, "charge": 1, "homo_lumo_gap_ha": 0.3637, "homo_ev": -14.48}

Entry 3:
{"formula": "C2H7N4S", "method": "wB97M-V/def2-TZVPD", "elements": ["C", "C", "N", "N", "N", "N", "S", "H", "H", "H", "H", "H", "H", "H"], "positions_angstrom": [[-0.07062, -0.22762, -3.03918], [0.08326, -0.88829, 0.12570], [0.40838, -1.28806, -2.47571], [-0.06356, 0.97161, -2.48158], [0.63168, -1.09216, 2.91210], [-0.70473, 1.96978, -2.98405], [1.08179, -1.40212, -0.99734], [-0.44479, -0.37584, -4.05762], [0.28934, -0.92123, 1.21744], [0.03396, -0.43065, 3.39350], [0.39793, -2.02756, 3.22414], [-1.40922, 1.87679, -3.72048], [1.59601, -0.89994, 3.15544], [-0.51786, 2.87576, -2.57466]], "forces_ev_per_angstrom": [[-0.357, 0.010, -0.656], [0.824, -0.209, -1.119], [0.301, -0.906, -0.361], [0.589, 0.433, 1.267], [0.031, -0.009, -0.119], [-0.453, 0.041, -0.607], [-0.815, 0.618, 0.102], [-0.058, 0.029, 0.103], [-0.307, 0.092, 0.836], [0.064, -0.045, 0.151], [0.031, 0.045, 0.138], [0.300, 0.042, 0.187], [-0.039, -0.011, 0.154], [-0.113, -0.130, -0.076]], "lumo_energy_ev": [-5.624, -6.236], "charge": 1, "homo_lumo_gap_ha": [0.3048, 0.2392], "homo_ev": [-13.92, -12.75]}

Entry 4:
{"formula": "C2H7N4S", "method": "wB97M-V/def2-TZVPD", "elements": ["C", "C", "N", "N", "N", "N", "S", "H", "H", "H", "H", "H", "H", "H"], "positions_angstrom": [[0.12546, 0.73439, 0.15958], [-1.43412, -1.13181, 0.57254], [0.38805, -0.55123, 0.01226], [0.79378, 1.87411, -0.09493], [-1.89697, -2.07495, -0.18457], [2.06201, 1.85520, -0.69628], [-1.59489, 0.65891, 0.77494], [-1.09851, -1.40340, 1.48033], [1.29774, -0.93910, -0.18682], [0.43864, 2.73188, 0.12621], [-1.91866, -3.10722, 0.09137], [-2.34698, -1.88217, -1.08963], [2.37621, 0.87496, -0.85591], [2.80824, 2.36044, -0.10909]], "forces_ev_per_angstrom": [[2.066, -1.243, -1.208], [0.668, 1.820, -0.845], [0.771, 2.382, 0.038], [0.691, -4.479, 0.103], [-2.166, -2.561, -1.887], [2.047, 0.279, 0.432], [-2.365, -0.013, 0.099], [0.818, -1.292, 3.206], [0.349, 0.226, -0.261], [-1.226, 2.611, 0.449], [-0.083, 2.363, -0.159], [0.591, -0.134, 0.654], [-0.476, 1.179, 0.255], [-1.684, -1.140, -0.874]], "lumo_energy_ev": [-3.002, -7.766], "s2": 2.014, "charge": 1, "homo_lumo_gap_ha": [0.2688, 0.1936], "multiplicity": 3, "homo_ev": [-10.32, -13.03]}

Entry 5:
{"formula": "C2H7N5O", "method": "wB97M-V/def2-TZVPD", "elements": ["C", "C", "H", "H", "H", "H", "H", "H", "H", "N", "N", "N", "N", "N", "O"], "positions_angstrom": [[-0.85633, 0.20256, -0.18166], [1.66620, 0.15590, -0.15631], [-3.80011, 0.42906, -0.59505], [-2.68976, 0.71343, 0.86038], [-1.79009, -1.75720, -0.50977], [0.62665, -1.41259, 0.15459], [3.54355, 0.05693, -0.37702], [2.76101, -1.08059, 1.13429], [1.19807, 1.93547, -0.09631], [-2.97240, -0.04606, 0.21222], [-1.82558, -0.67312, -0.46720], [0.44844, -0.42197, 0.16335], [2.67099, -0.80526, 0.00782], [1.92627, 1.32926, -0.25389], [-0.90692, 1.37419, 0.10458]], "forces_ev_per_angstrom": [[5.615, -1.753, 2.056], [-1.566, -3.216, 2.939], [3.769, -1.803, 3.151], [0.147, -0.739, -1.147], [0.167, 2.980, 0.591], [-1.023, -0.412, -0.257], [-2.506, -3.840, 2.138], [-0.025, 1.382, -3.916], [-2.244, 1.620, -0.196], [-4.483, -0.322, -3.264], [-2.776, 0.763, 0.912], [-1.810, -0.215, -1.423], [4.362, 1.851, 0.644], [3.301, 3.233, -1.253], [-0.928, 0.471, -0.976]], "lumo_energy_ev": 0.585, "homo_lumo_gap_ha": 0.3622, "homo_ev": -9.27}

Entry 6:
{"formula": "C2H7NO", "method": "wB97M-V/def2-TZVPD", "elements": ["N", "H", "H", "H", "C", "C", "O", "H", "H", "H", "H"], "positions_angstrom": [[-2.04737, -0.01346, -0.35711], [-1.77938, 0.04992, 0.61948], [-2.82580, -0.64986, -0.44745], [-2.33659, 0.92307, -0.61369], [1.54508, 0.24535, 0.93417], [1.58467, -0.34495, -0.25348], [0.73334, -0.02462, -1.27214], [2.08082, -0.13301, 1.78979], [0.87364, 1.09293, 1.04419], [2.34038, -1.07576, -0.53813], [-0.16879, -0.06962, -0.90563]], "forces_ev_per_angstrom": [[0.516, 0.360, 0.231], [-0.165, -0.209, 0.058], [-0.046, 0.016, 0.004], [-0.182, -0.107, -0.163], [-0.426, -0.055, -0.051], [0.212, 0.134, -0.223], [0.315, -0.274, 0.113], [0.325, 0.191, -0.077], [-0.041, -0.172, 0.280], [-0.189, -0.078, 0.145], [-0.318, 0.195, -0.316]], "lumo_energy_ev": 0.866, "homo_lumo_gap_ha": 0.3605, "homo_ev": -8.94}

Calculated values (kcal per mole) of energy above the lowest of the compared OMol25 structures with the same formula, charge and spin for the records, taken in order: 112.8, 77.4, 110.6, 63.5, 82.7, 20.5.
Calculated values (eV/Å) of maximum force for the records, taken in order: 6.76, 3.97, 1.46, 4.53, 6.23, 0.67.